# 1
Here is a structure of composition C12H14Cl2CrF6N2O4S2 in a non-equilibrium geometry from the OMol25 dataset. Energies are from the ωB97M-V functional and the def2-TZVPD basis.

```
43
Properties=species:S:1:pos:R:3:forces:R:3
Cr 0.3274 0.4329 0.2097 0.1 -0.2 0.2
F 3.0043 -3.9370 2.9464 -0.7 1.0 0.1
C 2.3728 -2.7367 3.0600 1.7 -0.3 -1.1
F 1.4767 -2.7791 3.9914 -0.7 -0.1 1.2
F 3.3304 -1.8180 3.3760 -1.3 -0.8 -0.5
S 1.4704 -2.3919 1.4423 3.3 1.3 0.6
O 0.7677 -1.1408 1.6860 -0.3 0.4 -0.2
O 0.6973 -3.5202 1.1392 -0.9 -1.2 -0.4
N 2.7983 -2.2161 0.5642 -2.1 -1.2 0.9
S 3.1649 -1.0577 -0.3548 0.2 2.4 0.2
O 2.2763 0.1266 -0.3854 -0.5 -0.7 0.5
O 3.6151 -1.4138 -1.6290 0.8 -0.9 -1.5
C 4.5640 -0.3478 0.5843 0.5 0.4 -1.3
F 5.5660 -1.2307 0.7361 -0.7 0.6 0.2
F 4.1076 0.1040 1.7285 0.1 -0.2 0.9
F 5.0086 0.7188 -0.0996 0.3 -0.4 0.0
Cl -3.1126 -2.3963 -2.6208 -0.3 0.1 -0.2
C -1.6182 -3.0508 -2.0487 1.2 1.7 1.5
Cl -0.1811 -1.9462 -2.2980 -0.6 -0.2 0.1
H -1.3364 -3.9240 -2.5205 0.2 -1.7 -1.3
H -1.6195 -3.2359 -0.9761 -0.3 0.2 -0.1
C -1.7579 0.3700 2.4197 -2.8 0.7 -0.3
N -1.6915 0.6152 0.9798 -0.3 0.7 -1.7
C -2.6368 -0.2029 0.0945 -1.4 1.3 0.5
C -2.0146 2.0986 0.6928 0.2 -2.0 -2.1
C -1.5321 2.3793 -0.7361 0.4 0.4 0.0
C -2.3015 3.1579 -1.5923 0.9 -0.3 0.9
C -1.6540 3.6586 -2.7251 -0.8 0.1 -0.2
C -0.3983 3.2295 -3.0725 1.5 0.5 -0.5
C 0.3434 2.3599 -2.2486 -0.5 0.2 -1.6
C -0.2162 1.9492 -1.0704 -0.5 -0.8 1.3
H -1.6749 -0.6602 2.6656 -0.1 -0.9 0.0
H -2.7220 0.8227 2.8107 0.7 -0.9 -0.2
H -1.0124 0.8785 2.9569 1.4 0.8 0.3
H -2.4868 -1.2511 0.0830 0.8 -1.0 0.5
H -2.6502 0.0837 -0.9691 0.7 0.4 0.6
H -3.7264 -0.0917 0.3701 1.0 0.2 0.3
H -1.3959 2.7103 1.3201 -0.2 0.3 0.8
H -3.1060 2.2491 0.7309 0.4 0.2 0.6
H -3.3112 3.3732 -1.2524 0.0 0.4 -0.5
H -2.1405 4.3982 -3.3367 -0.2 0.0 -0.3
H 0.1249 3.6480 -3.9672 -0.8 -0.4 0.7
H 1.2811 1.9848 -2.6852 -0.2 0.1 0.7
```
Forces are in eV/Å.

Output
- E_HOMO (spin up / spin down) (eV) = -8.44 / -8.78
- frontier orbital gap (spin up / spin down) (eV) = 8.73 / 8.87
- net charge = 0
- spin multiplicity = 5

Results of the Mulliken charge analysis, in e, for atoms 1 through 5: Cr 0.1565; F -0.2130; C 0.5409; F -0.1843; F -0.1920



# 2
Here is an isolated molecule of C12H14O in a non-equilibrium geometry from the OMol25 dataset. Energies are from the ωB97M-V functional and the def2-TZVPD basis.

```
27
Properties=species:S:1:pos:R:3:forces:R:3
C 2.6009 -1.0247 0.6341 -0.4 -0.3 0.4
C 1.3078 -0.9246 0.9684 0.3 -0.3 0.1
C 3.2103 -0.0585 -0.2295 0.0 0.6 -0.4
C 0.3911 0.1058 0.4578 -0.1 -0.2 0.0
C 2.5261 1.0433 -0.5806 0.6 -0.3 -0.1
C 1.1744 1.3238 -0.1629 -0.2 0.9 -0.1
C 0.7228 2.6172 -0.3068 -3.3 -5.0 2.9
C -1.0473 0.1541 1.2129 2.8 4.2 -3.0
C -0.9266 -0.4528 -0.1410 -0.2 -0.1 0.0
C -1.5224 0.2405 -1.3482 0.1 0.1 0.1
C -1.1212 -1.9540 -0.2388 0.2 0.1 0.1
C -1.2136 1.7452 1.2084 -0.6 0.1 0.6
O -0.5987 2.7005 0.2344 0.3 0.4 -0.5
H 3.2078 -1.8292 1.0243 0.0 -0.1 0.1
H 0.8797 -1.6516 1.6429 0.0 -0.1 0.1
H 4.2300 -0.2083 -0.5490 0.1 0.1 -0.1
H -1.1951 -0.3548 2.1422 0.1 -0.2 0.3
H 3.0044 1.8231 -1.1585 0.1 0.0 -0.1
H -1.3105 1.3023 -1.3608 0.0 0.1 -0.1
H -2.6046 0.1074 -1.3612 -0.1 0.0 0.0
H -1.1144 -0.2024 -2.2557 0.0 0.0 -0.1
H -0.8286 -2.4764 0.6671 0.0 -0.1 0.0
H -0.5470 -2.3607 -1.0701 0.0 -0.1 0.0
H -2.1759 -2.1596 -0.4156 -0.1 0.0 0.0
H -0.8757 2.0786 2.1965 0.0 0.0 -0.1
H -2.2667 2.0179 1.0894 0.2 0.0 0.1
H 1.1225 3.5072 -0.7301 0.2 0.4 -0.2
```
Forces are in eV/Å.

Output
- E_HOMO (eV) = -7.09
- frontier orbital gap (eV) = 7.80
- structure (SMILES) = CC1(C)[C@@H]2COC=C3C=CC=C[C@]321
- net charge = 0

Results of the Mulliken charge analysis, in e, for atoms 1 through 5: C -0.5756; C -0.8196; C -0.5552; C 1.1493; C -0.9038



# 3
Here is a cluster of 2 separate species, C6H12O in total in a non-equilibrium geometry from the OMol25 dataset. Energies are from the ωB97M-V functional and the def2-TZVPD basis.

```
19
Properties=species:S:1:pos:R:3:forces:R:3
C -1.8737 -1.6853 -0.3063 0.9 0.5 3.9
C -0.5877 -1.2336 -0.9321 -2.2 -1.1 -4.2
C 0.5777 -0.6834 -0.2400 2.2 -0.7 -1.9
C 1.0763 0.5939 -0.6414 -0.8 2.6 2.4
C 1.6972 1.3929 0.3034 1.1 0.2 -1.5
C -0.0574 1.7662 1.4085 -1.6 -1.0 1.3
O -0.5420 0.6692 1.7933 0.8 1.2 -0.7
H -1.5243 -2.4315 0.4233 -0.8 -0.2 0.1
H -2.1614 -0.8277 0.3073 -0.7 -0.2 0.2
H -2.7341 -2.0723 -0.8358 0.5 0.1 -0.8
H -0.3497 -2.1067 -1.5541 0.7 0.2 -0.1
H -0.9779 -0.5040 -1.6580 0.7 0.2 -0.2
H 0.9344 -1.1271 0.6742 0.0 0.2 0.3
H 1.5494 -0.7975 -1.0622 -1.1 -1.1 1.2
H 0.7086 1.0326 -1.5728 0.1 -0.3 0.2
H 2.0983 2.3584 -0.0124 0.0 -0.2 0.0
H 2.2576 0.9266 1.1094 -0.5 0.0 0.2
H 0.5460 2.3688 2.1229 0.0 -0.2 -0.5
H -0.6373 2.3606 0.6728 0.5 0.0 0.0
```
Forces are in eV/Å.

Output
- E_HOMO (eV) = -8.45
- frontier orbital gap (eV) = 9.24
- structure (SMILES) = C=CCCC.C=O
- net charge = 0

Results of the Mulliken charge analysis, in e, for atoms 1 through 5: C -1.2559; C -0.3180; C 0.1092; C -0.3427; C -1.0969



# 4
Here is a cluster of 2 separate species, CH12PSi3 in total from the OMol25 dataset. Energies are from the ωB97M-V functional and the def2-TZVPD basis.

```
17
Properties=species:S:1:pos:R:3:forces:R:3
C -1.3522 0.5572 -0.3308 0.1 0.0 0.1
Si 1.6176 0.6871 -1.5374 -0.2 -0.1 0.6
Si -0.8659 -3.5182 0.2060 0.2 0.6 0.0
Si 0.5907 1.9065 1.7447 0.0 -0.5 -0.5
P 0.3580 0.1902 0.2831 -0.2 -0.5 0.1
H -1.4132 1.5812 -0.6949 -0.1 0.0 -0.1
H -2.0564 0.4351 0.4896 -0.1 0.0 0.0
H -1.6166 -0.1283 -1.1336 -0.1 0.0 -0.1
H 0.6928 1.1297 -2.5776 -0.1 0.1 -0.2
H 2.2515 -0.5833 -1.8902 0.2 -0.1 -0.2
H 2.5804 1.7145 -1.1582 0.3 0.2 0.0
H -0.8640 -4.9735 0.2723 0.2 -0.1 0.1
H -1.3192 -2.7339 1.3407 -0.2 0.0 0.1
H -0.4651 -2.8568 -1.0245 -0.1 0.0 -0.2
H 1.9410 1.7591 2.2695 0.2 0.1 0.2
H -0.4609 1.6831 2.7365 -0.1 0.0 0.2
H 0.3816 3.1502 1.0049 0.0 0.3 0.0
```
Forces are in eV/Å.

Output
- E_HOMO (eV) = -11.97
- frontier orbital gap (eV) = 4.84
- net charge = +1

Results of the Mulliken charge analysis, in e, for atoms 1 through 5: C -1.0925; Si 0.3860; Si 0.6873; Si 0.3527; P -0.0829



# 5
Here is the ion C7H13N5 with charge +2 in a non-equilibrium geometry from the OMol25 dataset. Energies are from the ωB97M-V functional and the def2-TZVPD basis.

```
25
Properties=species:S:1:pos:R:3:forces:R:3
C -2.0959 0.6958 -0.0039 1.6 -1.2 0.4
C 0.1247 0.3047 0.1865 0.3 -1.0 0.3
C -0.5124 -0.8829 0.1469 -0.7 -1.4 -0.6
C 1.3361 -2.1108 0.4268 -1.5 -2.5 -0.1
C 1.6123 0.2992 0.3353 -0.4 1.2 -0.3
C -0.4368 2.6480 0.3649 -1.1 2.3 2.3
C -2.8000 -1.8657 -0.2902 -1.0 0.8 -0.7
N 0.0724 -2.1392 0.1615 -0.1 0.7 -0.3
N -0.8261 1.2774 0.1179 -2.5 0.2 0.1
N -1.8928 -0.6696 -0.0155 1.3 0.1 -0.4
N 2.0385 -1.0007 0.7001 2.2 1.1 1.2
N 2.2986 0.6651 -1.0678 0.5 -2.0 -1.4
H -3.1193 1.1719 0.0140 1.6 -0.3 -0.2
H 1.8730 -3.0986 0.4759 -0.4 1.2 0.1
H 2.0480 1.1610 0.8423 -0.3 -0.6 1.2
H 0.5499 2.8124 -0.0362 0.0 0.4 -0.7
H -1.2062 3.4351 0.1355 0.8 -1.1 -0.8
H -0.3092 2.9113 1.4687 -0.1 -1.1 -1.0
H -2.7096 -2.6020 0.4681 0.3 -0.1 1.3
H -3.8281 -1.4687 -0.2853 0.5 -0.3 -0.2
H -2.6155 -2.5124 -1.1946 0.3 1.7 0.3
H 2.8872 -1.1816 1.2963 -1.0 0.8 -1.1
H 1.8677 1.3089 -1.7140 -1.2 0.1 -0.3
H 2.4437 -0.2617 -1.5507 -0.1 1.2 0.2
H 3.1997 1.1031 -0.9824 1.1 -0.1 0.6
```
Forces are in eV/Å.

Output
- E_HOMO (eV) = -16.84
- frontier orbital gap (eV) = 9.81
- structure (SMILES) = Cn1c[n+](C)c2c1[C@H]([NH3+])NC=N2
- net charge = +2

Results of the Mulliken charge analysis, in e, for atoms 1 through 5: C 0.0010; C -0.3270; C 0.6184; C -0.2725; C -0.3768